ORCA calculation (ωB97M-V with the def2-TZVPD basis set) on a molecular structure, C28H73MnO30S9.

```
141
Properties=species:S:1:pos:R:3
Mn 14.158 -28.662 -15.342
O 12.534 -25.326 -13.845
C 12.986 -26.463 -14.328
O 12.887 -26.746 -15.534
O 13.687 -27.277 -13.678
H 12.031 -24.984 -14.588
O 13.814 -34.050 -17.372
S 12.963 -34.350 -16.235
O 11.695 -33.779 -16.034
O 12.844 -35.965 -16.113
C 11.732 -36.554 -15.383
C 11.996 -37.985 -14.990
C 13.927 -33.933 -14.656
H 10.906 -36.495 -16.092
H 11.560 -36.020 -14.449
H 11.209 -38.331 -14.319
H 12.988 -38.110 -14.556
H 12.046 -38.673 -15.834
H 13.469 -34.512 -13.854
H 13.831 -32.863 -14.471
H 14.957 -34.241 -14.836
O 17.519 -22.459 -11.993
S 17.060 -23.684 -11.332
O 17.805 -24.952 -11.421
O 16.844 -23.456 -9.716
C 16.266 -22.218 -9.232
C 15.431 -22.392 -7.969
C 15.309 -23.988 -11.786
H 15.530 -21.741 -9.880
H 16.979 -21.419 -9.028
H 15.416 -21.472 -7.384
H 15.810 -23.216 -7.365
H 14.403 -22.662 -8.209
H 14.757 -23.707 -10.888
H 15.192 -24.966 -12.254
H 15.191 -23.219 -12.548
O 17.733 -25.635 -14.576
S 17.504 -27.087 -14.521
O 16.228 -27.788 -14.894
O 18.740 -27.769 -15.427
C 20.060 -27.120 -15.279
C 20.892 -27.555 -16.485
C 18.153 -27.674 -12.911
H 20.577 -27.399 -14.360
H 20.030 -26.033 -15.343
H 20.536 -26.945 -17.315
H 20.635 -28.597 -16.679
H 21.954 -27.436 -16.272
H 17.417 -27.457 -12.137
H 18.983 -26.983 -12.764
H 18.411 -28.721 -13.071
O 15.048 -29.836 -13.474
S 15.453 -30.717 -12.352
O 14.863 -32.058 -12.228
O 17.113 -30.828 -12.348
C 17.707 -31.696 -11.443
C 19.104 -31.902 -11.805
C 15.230 -29.888 -10.729
H 17.214 -32.661 -11.322
H 17.606 -31.378 -10.405
H 19.680 -30.988 -11.946
H 19.235 -32.416 -12.758
H 19.536 -32.476 -10.985
H 14.171 -29.692 -10.563
H 15.699 -28.905 -10.782
H 15.867 -30.335 -9.965
O 16.422 -32.553 -16.473
S 16.201 -31.141 -16.848
O 15.194 -30.252 -16.195
O 17.694 -30.406 -16.602
C 18.849 -31.146 -16.959
C 19.559 -31.382 -15.583
C 15.971 -31.126 -18.635
H 19.493 -30.467 -17.518
H 18.701 -32.114 -17.437
H 20.564 -30.960 -15.622
H 19.665 -32.399 -15.206
H 19.028 -30.889 -14.769
H 16.021 -30.109 -19.024
H 14.970 -31.544 -18.745
H 16.697 -31.814 -19.069
O 13.357 -29.573 -19.402
S 12.326 -29.636 -18.392
O 12.611 -29.200 -16.994
O 11.011 -28.782 -18.885
C 9.989 -28.516 -17.963
C 9.152 -27.210 -18.307
C 11.693 -31.392 -18.352
H 10.318 -28.407 -16.929
H 9.287 -29.349 -17.919
H 9.837 -26.372 -18.432
H 8.331 -27.101 -17.600
H 8.648 -27.391 -19.257
H 12.430 -32.126 -18.028
H 11.336 -31.612 -19.358
H 10.850 -31.412 -17.663
O 13.560 -22.363 -14.365
S 13.549 -21.927 -15.775
O 12.732 -20.842 -16.271
O 15.081 -21.594 -16.267
C 16.191 -22.365 -15.812
C 17.035 -22.658 -16.984
C 13.246 -23.459 -16.828
H 15.941 -23.325 -15.359
H 16.625 -21.682 -15.083
H 17.848 -23.319 -16.681
H 17.387 -21.708 -17.387
H 16.484 -23.092 -17.818
H 12.798 -23.225 -17.794
H 12.455 -23.929 -16.244
H 14.172 -24.030 -16.763
O 14.930 -27.773 -17.347
S 15.269 -26.751 -18.353
O 16.001 -25.589 -17.946
O 16.188 -27.500 -19.450
C 17.553 -27.701 -19.094
C 18.384 -28.091 -20.303
C 13.801 -26.364 -19.456
H 17.699 -28.419 -18.287
H 18.085 -26.812 -18.757
H 18.105 -29.044 -20.752
H 19.429 -27.996 -20.006
H 18.210 -27.493 -21.198
H 14.213 -25.510 -19.993
H 12.915 -26.069 -18.894
H 13.696 -27.283 -20.034
O 12.659 -29.934 -14.355
S 11.437 -30.651 -13.970
O 10.477 -31.084 -14.955
O 11.863 -31.897 -12.947
C 10.896 -32.878 -12.559
C 11.226 -33.231 -11.119
C 10.589 -29.582 -12.758
H 10.918 -33.684 -13.292
H 9.932 -32.373 -12.621
H 11.128 -32.367 -10.461
H 12.218 -33.678 -11.051
H 10.603 -34.078 -10.831
H 9.650 -30.074 -12.505
H 10.532 -28.599 -13.226
H 11.222 -29.457 -11.880
```

Computed properties:
**Lowest unoccupied orbital energy (alpha / beta)**: -1.661 / -1.660 eV
**Multiplicity**: 6
**Net charge**: +1



ORCA calculation (ωB97M-V with the def2-TZVPD basis set) on C4H10O2 in the gas phase.

```
16
Properties=species:S:1:pos:R:3
C 1.957 0.809 -0.566
O 0.759 0.225 -1.044
C 0.407 -0.959 -0.345
C -1.112 -0.995 -0.357
C -1.203 0.620 1.626
O -1.590 0.318 -0.004
H 2.815 0.148 -0.752
H 2.101 1.740 -1.118
H 1.879 1.020 0.508
H 0.739 -0.893 0.696
H 0.830 -1.846 -0.837
H -1.515 -1.224 -1.348
H -1.510 -1.691 0.384
H -2.120 0.142 2.025
H -1.497 1.689 1.587
H -0.939 0.897 -0.457
```

Computed properties:
**Lowest unoccupied orbital energy**: 0.892 eV
**Net charge**: 0



Number 1: F_max 4.56 eV Å⁻¹. Number 2: F_max 0.45 eV Å⁻¹.